Entry from the Open Molecules 2025 dataset: C27H52GdP2Si as an isolated structure (ωB97M-V/def2-TZVPD).

Geometry (Å):
Gd: -0.32 -1.35 -2.97
C: -0.52 -2.38 0.14
C: 0.83 -2.57 -0.31
C: 0.85 -1.03 1.38
C: -0.50 -1.46 1.20
C: 1.68 -1.75 0.48
C: -1.73 -3.08 -0.42
H: -1.54 -3.55 -1.41
H: -2.60 -2.42 -0.57
H: -2.07 -3.91 0.23
C: -1.64 -1.12 2.10
H: -2.53 -1.69 1.81
H: -1.91 -0.07 2.10
H: -1.41 -1.39 3.14
C: 1.32 -0.09 2.42
H: 0.90 -0.35 3.42
H: 1.03 0.97 2.24
H: 2.41 -0.10 2.53
C: 3.14 -1.61 0.35
H: 3.67 -1.95 1.25
H: 3.45 -0.57 0.17
H: 3.51 -2.21 -0.48
C: 1.32 -3.62 -1.29
H: 1.68 -4.58 -0.84
H: 2.17 -3.24 -1.89
H: 0.55 -3.92 -2.02
C: -1.50 0.27 -5.79
C: -1.81 -0.98 -5.39
C: -1.05 -2.24 -5.71
C: 0.56 -2.00 -5.75
C: 1.11 -1.08 -4.66
C: 0.93 0.30 -4.55
C: 0.85 1.17 -5.81
C: -0.35 0.70 -6.66
H: -1.35 -2.65 -6.70
H: 0.84 -1.74 -6.79
H: -1.32 -3.03 -4.98
H: -0.10 -0.17 -7.30
H: -2.14 1.12 -5.49
H: -2.83 -1.07 -4.95
H: -0.72 1.50 -7.34
H: 0.81 2.25 -5.59
H: 1.48 0.84 -3.76
H: 1.74 1.12 -6.45
H: 1.04 -2.97 -5.56
H: 1.75 -1.71 -3.91
P: -2.29 2.28 -2.42
P: 1.51 2.72 -1.49
C: -0.93 3.22 -3.31
C: 0.49 3.62 -2.83
H: -1.45 4.16 -3.56
H: -0.87 2.61 -4.23
H: 1.08 3.62 -3.77
H: 0.48 4.65 -2.46
C: 2.10 4.01 -0.45
H: 2.75 3.59 0.30
H: 1.28 4.48 0.06
H: 2.66 4.75 -0.99
C: 3.09 2.09 -2.23
H: 3.64 2.84 -2.80
H: 2.93 1.20 -2.83
H: 3.71 1.79 -1.35
C: -3.90 2.95 -3.00
H: -4.69 2.22 -2.77
H: -3.86 3.07 -4.09
H: -4.23 3.90 -2.57
C: -2.57 0.47 -2.77
H: -2.02 0.14 -3.72
H: -3.55 0.53 -3.27
H: -2.68 -0.33 -1.96
C: -3.72 1.84 0.40
Si: -2.17 2.68 -0.26
C: -2.38 4.55 -0.29
C: -0.73 2.15 0.85
H: -4.37 1.30 -0.31
H: -3.42 1.13 1.17
H: -4.30 2.66 0.86
H: -3.00 4.72 0.61
H: -1.41 5.05 -0.15
H: -2.88 5.06 -1.13
H: -0.86 2.78 1.76
H: 0.28 2.35 0.41
H: -0.72 1.11 1.14

Properties
ΔE to the lowest compared entry with this formula, charge and spin, kcal per mole: 58.08
Total charge: +1
Expectation value of S²: 16.77
LUMO energy (spin up / spin down), Eh: -0.103 / -0.104
2S+1: 8
Orbital gap (spin up / spin down), eV: 5.36 / 5.33

What are the Löwdin partial charges on each atom? They are as follows, in elementary charge units: 1.51 -0.31 -0.33 -0.24 -0.26 -0.25 -0.11 0.04 0.06 0.09 -0.05 0.07 0.03 0.09 -0.06 0.09 0.05 0.07 -0.06 0.08 0.07 0.06 -0.11 0.10 0.05 0.03 -0.12 -0.24 -0.20 -0.18 -0.43 -0.27 -0.18 -0.16 0.13 0.11 0.09 0.11 0.11 0.12 0.13 0.09 0.03 0.12 0.11 0.10 0.89 0.87 -0.33 -0.35 0.09 0.05 0.07 0.07 -0.31 0.06 0.03 0.05 -0.27 0.05 0.01 0.05 -0.20 0.06 0.06 0.05 -0.31 -0.06 0.05 0.07 -0.17 0.43 -0.19 -0.20 0.03 0.02 0.05 0.05 0.03 0.03 0.07 -0.06 -0.01